Molecular formula: C4H6OS
Method: DFT, ωB97M-V with the def2-TZVPD basis set

As for the electronic energy: -629.38863 hartree. Its strongest force on any atom is 3.393 eV Å⁻¹. Its relative energy (zero: lowest compared OMol25 entry of this formula, charge and spin) is 153.7 kJ/mol. Its LUMO energy is 0.67 eV.

Last column: Löwdin charge in e.
Element x y z (Å)
1 C 0.617 -0.201 1.706  -0.26
2 C -0.078 0.571 0.619  -0.60
3 C -0.807 -0.279 -0.416  -0.26
4 C 0.169 -0.026 -1.565  -0.41
5 H 1.119 0.309 2.534  0.12
6 H -0.736 1.356 1.104  0.12
7 H -0.705 -1.281 -0.064  0.09
8 H -1.828 0.049 -0.565  0.11
9 H 0.801 -0.858 -1.734  0.06
10 H -0.222 0.304 -2.579  0.09
11 O 0.841 -1.369 1.609  0.06
12 S 0.829 1.426 -0.650  0.88